Record 1
Entry from the Open Molecules 2025 dataset: C23H19N5O5S in the gas phase (the ωB97M-V functional and the def2-TZVPD basis).

The geometry in XYZ format:
```
53
Properties=species:S:1:pos:R:3
O -3.696 -0.501 2.969
C -2.774 0.144 2.522
N -1.673 -0.434 1.981
H -0.956 0.132 1.557
C -1.598 -1.871 1.800
C -1.942 -2.286 0.406
C -3.139 -2.358 -0.240
C -2.855 -2.806 -1.553
C -1.508 -2.971 -1.610
O -0.939 -2.654 -0.431
H -0.852 -3.294 -2.395
H -3.559 -2.974 -2.340
H -4.096 -2.111 0.169
H -2.327 -2.297 2.496
H -0.592 -2.217 2.054
C -2.732 1.662 2.550
H -1.743 2.016 2.840
H -3.463 2.003 3.283
C -3.112 2.265 1.193
N -2.161 1.936 0.137
C -0.921 2.535 0.234
O -0.645 3.283 1.149
N -0.007 2.253 -0.760
C -0.319 1.414 -1.794
C -1.580 0.856 -1.874
C -2.602 1.087 -0.890
O -3.724 0.635 -0.902
S -1.765 -0.117 -3.290
C -0.149 0.222 -3.747
C 0.507 1.040 -2.880
H 1.527 1.350 -3.008
H 0.241 -0.205 -4.650
C 1.331 2.779 -0.615
C 2.333 1.698 -0.295
C 3.668 1.988 -0.213
C 4.621 0.984 0.104
O 5.823 1.101 0.217
N 4.027 -0.319 0.297
C 4.856 -1.351 0.601
C 4.389 -2.612 0.778
C 3.006 -2.858 0.632
C 2.169 -1.827 0.335
C 2.669 -0.510 0.170
N 1.836 0.468 -0.103
H 1.110 -1.966 0.195
H 2.623 -3.859 0.754
H 5.068 -3.412 1.020
H 5.897 -1.072 0.681
H 4.041 2.986 -0.377
H 1.625 3.309 -1.526
H 1.296 3.499 0.210
H -4.082 1.883 0.868
H -3.149 3.354 1.289
```

Summary:
Frontier orbital gap, eV: 8.09
Structure (SMILES): O=C(CCn1c(=O)c2sccc2n(Cc2cc(=O)n3ccccc3n2)c1=O)NCc1ccco1
Total charge: 0

Results of the Löwdin charge analysis, in e, for atoms 1 through 6: 0.068, -0.494, 0.091, 0.132, -0.086, -0.251

Record 2
Entry from the Open Molecules 2025 dataset: a molecular structure, C35H47FN2OPdSi3Te (the ωB97M-V functional and the def2-TZVPD basis).

The geometry in XYZ format:
```
91
Properties=species:S:1:pos:R:3
Pd 0.478 0.228 0.391
C -2.033 -2.258 3.611
O -1.093 -1.468 2.972
Si 0.227 -0.717 3.670
C -0.412 -0.098 5.386
C 1.346 -2.175 4.248
C 1.005 0.642 2.705
Si 2.589 0.191 1.772
C 3.921 0.016 3.169
C 2.969 -1.495 0.812
C 3.403 1.546 0.666
Si -0.232 1.934 2.065
C -0.822 2.978 3.582
C 0.378 3.358 0.896
C -1.944 1.369 1.336
H -2.429 -1.763 4.505
H -1.607 -3.224 3.917
H -2.858 -2.442 2.918
H -0.385 -0.886 6.136
H -1.435 0.260 5.319
H 0.191 0.725 5.749
H 0.749 -2.973 4.687
H 2.044 -1.834 5.004
H 1.921 -2.598 3.434
H 3.781 -0.891 3.741
H 3.858 0.850 3.858
H 4.927 -0.008 2.761
H 2.579 -2.350 1.363
H 4.040 -1.644 0.693
H 2.522 -1.497 -0.187
H 2.660 2.261 0.340
H 3.843 1.107 -0.224
H 4.178 2.084 1.200
H 0.015 3.366 4.150
H -1.425 2.371 4.243
H -1.425 3.822 3.260
H 1.226 3.874 1.334
H -0.413 4.089 0.745
H 0.677 2.970 -0.078
H -2.389 0.653 2.024
H -1.793 0.831 0.385
H -2.655 2.181 1.179
N -0.742 -3.510 0.461
C -0.695 -2.144 0.391
N -1.859 -1.613 0.179
C -2.747 -2.650 0.108
C -4.123 -2.666 -0.093
C -4.758 -3.893 -0.117
C -4.058 -5.086 0.053
C -2.689 -5.097 0.252
C -2.048 -3.874 0.280
H 0.042 -4.129 0.559
H 0.221 -1.546 0.543
H -4.670 -1.744 -0.225
H -5.829 -3.941 -0.268
H -4.596 -6.025 0.027
H -2.144 -6.022 0.380
Te 1.169 0.584 -2.083
C 2.365 2.590 -2.480
C 1.811 3.843 -2.742
C 2.526 4.848 -3.369
C 3.844 4.642 -3.737
C 4.439 3.424 -3.455
C 3.701 2.424 -2.851
C -0.297 1.676 -3.171
C -0.099 1.939 -4.518
C -1.026 2.659 -5.248
C -2.173 3.136 -4.635
C -2.373 2.892 -3.287
C -1.436 2.175 -2.560
H 0.782 4.042 -2.463
H 2.041 5.795 -3.587
H 4.406 5.420 -4.245
H 5.477 3.253 -3.725
H 4.162 1.460 -2.650
H 0.805 1.580 -4.992
H -0.851 2.861 -6.299
H -2.898 3.706 -5.208
H -3.265 3.264 -2.798
H -1.593 2.006 -1.501
F -2.216 -4.827 -3.245
C -1.544 -3.650 -2.991
C -2.237 -2.457 -3.032
C -1.551 -1.285 -2.771
C -0.189 -1.268 -2.473
C 0.462 -2.503 -2.460
C -0.192 -3.695 -2.715
H -3.298 -2.464 -3.248
H -2.091 -0.348 -2.784
H 1.528 -2.525 -2.245
H 0.329 -4.645 -2.699
```

Summary:
Frontier orbital gap, eV: 5.52
Energy relative to the best compared isomer or geometry (same formula, charge and spin), eV: 1.694
Total charge: -2

Results of the Löwdin charge analysis, in e, for atoms 1 through 6: 0.110, -0.166, -0.309, 0.324, -0.181, -0.167

Record 3
Entry from the Open Molecules 2025 dataset: a molecular structure, C18H20AsN5O9S4Tc (the ωB97M-V functional and the def2-TZVPD basis).

The geometry in XYZ format:
```
58
Properties=species:S:1:pos:R:3
Tc 0.139 1.157 0.250
C 2.103 -2.128 0.838
C 2.640 -0.768 1.030
N 2.023 0.362 0.752
C 2.871 1.391 1.078
C 4.039 0.865 1.566
N 3.874 -0.497 1.510
C 5.209 1.547 2.223
O 6.411 1.230 1.739
O 5.052 2.278 3.148
C 2.399 2.774 0.808
O 3.103 3.745 0.778
O 1.098 2.783 0.554
H 1.023 -2.059 0.750
H 2.353 -2.745 1.697
H 2.506 -2.592 -0.062
H 4.514 -1.178 1.892
H 6.404 0.708 0.925
S -3.924 4.047 2.981
As -4.526 5.184 1.411
S -1.210 4.209 0.475
S -1.706 2.451 -0.290
S -2.773 5.416 -0.065
C 1.470 -2.008 -3.370
C 0.224 -1.367 -3.963
C -0.896 -1.202 -2.922
C -2.070 -0.398 -3.558
C -3.288 -0.255 -2.655
C -1.449 -2.557 -2.494
O -1.649 -3.464 -3.251
N -1.778 -2.664 -1.155
C -1.571 -1.744 -0.148
O -1.994 -1.904 0.971
N -0.813 -0.650 -0.502
C -0.420 -0.420 -1.744
O 0.319 0.597 -1.807
H 2.231 -2.104 -4.138
H 1.248 -3.001 -2.989
H 1.869 -1.390 -2.568
H -0.155 -1.982 -4.779
H 0.472 -0.380 -4.355
H -2.358 -0.913 -4.475
H -1.684 0.588 -3.823
H -3.759 -1.216 -2.470
H -4.021 0.385 -3.137
H -3.029 0.190 -1.695
H -2.224 -3.533 -0.874
O -2.806 1.683 1.413
C -2.108 1.013 2.178
C -2.598 0.505 3.499
C -1.386 -0.191 4.096
C -0.338 -0.117 3.016
O 0.751 -0.616 3.009
N -0.817 0.677 1.954
H -3.438 -0.167 3.318
H -2.981 1.341 4.088
H -1.564 -1.235 4.357
H -1.010 0.323 4.982
```

Summary:
Frontier orbital gap, eV: 6.56
Energy relative to the best compared isomer or geometry (same formula, charge and spin), eV: 1.045
Total charge: +1

Results of the Löwdin charge analysis, in e, for atoms 1 through 6: 1.352, 0.022, -0.332, 0.022, -0.109, -0.054